(1)
Computed, not measured: C20H11F5IN5O2RhS3 as an isolated structure, with the ωB97M-V functional and the def2-TZVPD basis.

```
48
Properties=species:S:1:pos:R:3
C -4.580 -2.883 -3.113
F 3.624 -0.242 -0.988
S -0.203 -1.562 -2.847
C 5.235 1.107 1.895
H -1.872 -0.055 4.545
C -4.871 -2.232 -0.806
S 0.471 -1.681 2.456
C 1.598 1.268 -2.150
C 2.936 0.672 2.406
C -0.217 2.092 0.854
H -0.781 2.894 1.318
C -5.393 -2.732 -1.990
C -1.322 -1.571 -1.622
C 3.739 0.161 0.288
F 4.382 1.630 4.020
C -2.716 -2.033 -1.898
H -5.008 -3.278 -4.026
H 1.996 0.351 -2.555
C 1.711 2.473 -2.827
N -0.718 0.772 2.621
C -3.239 -2.533 -3.080
O -2.545 -2.165 1.614
H -6.438 -3.009 -2.045
Rh 0.837 -0.573 0.526
S -2.559 -1.241 0.516
C 4.187 1.136 2.787
C -0.510 -0.416 3.127
C -3.532 -1.899 -0.798
F 6.448 1.559 2.243
F 1.994 0.809 3.354
O -2.976 0.107 0.802
C 1.140 3.604 -2.270
I 1.952 -2.864 -0.300
C 0.483 3.495 -1.060
C 4.999 0.622 0.627
N -1.135 -1.224 -0.337
H 2.231 2.508 -3.773
H -2.592 -2.640 -3.941
F 5.995 0.613 -0.273
H 0.016 4.352 -0.591
N -0.108 0.963 1.438
H 1.206 4.560 -2.773
N 0.985 1.159 -0.977
H -5.483 -2.112 0.079
C 0.430 2.255 -0.431
H -1.325 -1.661 4.476
N -1.119 -0.688 4.320
C 2.647 0.131 1.157
```

Values from the calculation:
LUMO energy, eV: 2.0
Energy relative to the best compared isomer or geometry (same formula, charge and spin), eV: 0.451
Net charge: -1
E_tot, eV: -89669.346



(2)
Computed, not measured: C13H25IMnNO4P2 as an isolated structure, with the ωB97M-V functional and the def2-TZVPD basis.

```
47
Properties=species:S:1:pos:R:3
C -3.387 0.374 -2.544
H -3.230 2.190 0.220
C 1.973 -1.204 3.632
H -3.180 1.399 -2.851
P -2.653 0.103 -0.875
C -0.083 -1.575 2.159
C -3.252 -1.572 -0.418
H -3.683 0.799 1.220
C 0.775 -2.138 3.274
H 3.952 1.594 -1.436
H 2.586 -0.956 1.248
H 0.126 0.618 -4.663
N 0.420 -0.482 1.474
Mn -0.276 0.259 -0.629
P 1.969 0.842 -0.280
H -4.341 -1.638 -0.524
H 2.861 0.627 -2.509
C 2.243 2.216 0.903
H -2.916 -0.316 -3.244
H -2.777 -2.297 -1.078
H 0.055 -2.070 4.132
C -0.068 1.046 -3.699
O 1.403 1.124 3.518
C -3.682 1.201 0.200
H 1.097 -3.198 3.165
C 2.931 -0.562 0.327
H 1.484 2.990 0.806
H 2.162 1.840 1.918
H -4.469 0.203 -2.524
O 0.214 -1.236 -2.932
H 2.456 2.340 -2.126
H 2.971 -1.636 3.335
H 3.262 2.596 0.817
H 1.912 -0.965 4.731
O -1.233 -1.980 2.038
C 1.725 0.074 3.004
H 4.025 -0.276 0.506
H -4.706 1.276 -0.178
H 0.691 1.800 -3.479
H 2.847 -1.403 -0.418
C 2.919 1.421 -1.758
H -2.939 -1.788 0.612
O 0.103 -2.653 -0.383
H -1.055 1.512 -3.703
C -0.015 -0.066 -2.650
I -1.116 1.083 2.071
C -0.107 -1.517 -0.412
```

Values from the calculation:
2S+1: 4
LUMO energy (alpha / beta), eV: -12.2 / -13.5
Expectation value of S²: 3.86
Net charge: +3
E_tot, eV: -81529.893



(3)
Computed, not measured: C8H10N2RhS as an isolated structure, with the ωB97M-V functional and the def2-TZVPD basis.

```
22
Properties=species:S:1:pos:R:3
C 1.565 -1.123 -1.443
N 2.705 0.668 2.097
H 2.471 1.521 1.510
H 2.229 -0.840 -2.254
C -1.048 0.736 2.322
C 0.156 -1.356 -1.580
H 0.674 -1.809 1.726
C 0.729 -1.615 0.662
H -2.630 0.914 -1.012
S -1.830 0.578 3.688
H -0.019 1.673 -2.379
H -1.914 0.319 -2.668
C -0.666 1.609 -1.486
N -0.452 1.013 1.314
H 2.906 -1.262 0.362
C 1.912 -1.309 -0.063
Rh 0.289 0.402 -0.373
H -0.416 -1.241 -2.493
C -0.375 -1.625 -0.263
H -1.419 -1.717 -0.007
C -1.768 0.675 -1.641
H -0.902 2.563 -0.986
```

Values from the calculation:
2S+1: 5
LUMO energy (alpha / beta), eV: 3.5 / 2.8
Energy relative to the best compared isomer or geometry (same formula, charge and spin), eV: 1.983
Expectation value of S²: 6.03
Net charge: -1
E_tot, eV: -25276.214



(4)
Computed, not measured: C19H23F3N2ORuS as an isolated structure, with the ωB97M-V functional and the def2-TZVPD basis.

```
50
Properties=species:S:1:pos:R:3
H -2.128 -4.255 0.374
H -4.164 1.111 -2.454
C -1.555 0.682 3.932
H 0.655 0.899 -2.664
C -1.012 1.950 4.164
C 2.983 -1.163 -1.576
H 2.304 -1.635 1.007
H 3.400 0.369 -0.063
C 0.508 -1.847 -1.852
C -0.811 -2.602 0.045
H 0.597 -1.710 -2.921
F 0.235 4.713 2.352
C 3.397 0.245 -1.147
H -1.728 -0.884 2.462
H 2.473 -0.562 -3.606
H -4.382 0.584 -0.818
N -3.768 0.785 -1.591
C 1.614 -1.565 -1.036
H 2.726 0.996 -1.573
C 0.280 -2.305 0.870
H 3.688 -1.862 -1.117
C -0.246 2.569 3.202
H 2.796 -2.296 -3.439
H 0.214 -2.488 1.936
C 1.457 -1.786 0.348
H -2.952 -2.716 0.145
O -1.969 0.363 -0.318
S 0.946 2.276 0.615
Ru 0.166 0.328 -0.235
C -2.077 -3.187 0.594
C -0.672 -2.357 -1.321
C -0.116 1.249 -1.978
H -1.492 -2.594 -1.990
C -1.307 0.078 2.723
C -2.451 0.725 -1.415
C 0.338 3.937 3.441
H 4.120 -1.138 -3.402
C 3.089 -1.305 -3.090
C -0.004 1.872 2.013
F 1.642 3.857 3.758
H -2.154 0.183 4.680
H -2.139 -3.073 1.676
H -1.867 1.903 -3.086
H 4.403 0.466 -1.507
H -1.202 2.461 5.099
N -0.535 0.664 1.801
C -1.518 1.028 -2.528
H -1.556 0.184 -3.224
F -0.287 4.560 4.449
H 0.060 2.296 -1.737
```

Values from the calculation:
2S+1: 2
LUMO energy (alpha / beta), eV: -4.2 / -3.7
Energy relative to the best compared isomer or geometry (same formula, charge and spin), eV: 1.641
Expectation value of S²: 0.88
Net charge: +1
E_tot, eV: -46667.888